[1]
A molecular structure, C7H13NO in a non-equilibrium geometry, computed with ωB97M-V/def2-TZVPD.

Atoms and positions in Å:
C1 -1.3362 -0.7296 0.5640
C2 1.2108 -1.6357 -0.1699
C3 1.7001 0.6186 0.8688
C4 -2.1323 0.3700 1.2466
C5 -1.1107 0.1173 -1.2386
C6 0.2164 0.4904 -1.1673
C7 0.8451 -0.1777 -0.0752
N1 0.8303 1.5026 -1.9061
O1 -2.1572 0.4084 -1.7361
H1 1.5891 1.2252 -2.5146
H2 0.1990 2.1562 -2.3473
H3 -0.6752 -1.1981 1.2904
H4 -1.9512 -1.5286 0.1496
H5 1.2987 -2.1073 0.8117
H6 0.5019 -2.1948 -0.7770
H7 1.5445 0.2537 1.8884
H8 2.1947 -1.7015 -0.6514
H9 2.7653 0.4877 0.6496
H10 1.4658 1.6804 0.8283
H11 -2.9383 0.7370 0.6129
H12 -2.5719 0.0059 2.1803
H13 -1.4887 1.2198 1.4928

Total charge: 0
E_tot in Ha: -404.376087
Frontier orbital gap (alpha / beta) in eV: 7.6 / 7.6

[2]
3 unconnected molecules or ions with the total composition C7H13NO2 in a non-equilibrium geometry, computed with ωB97M-V/def2-TZVPD.

Atoms and positions in Å:
C1 -0.1759 1.5177 -2.0993
C2 0.1372 0.5715 -0.9546
C3 1.4181 -0.0223 -0.9713
C4 1.7553 -0.8415 0.0874
C5 0.8318 -1.2133 1.0529
C6 -0.3872 -0.5714 1.1067
C7 -0.7319 0.3428 0.0941
N1 -1.9864 0.9731 0.1189
H1 -0.3949 1.0667 -3.0626
H2 -0.7754 2.3599 -1.7363
H3 0.7374 2.1059 -2.2595
H4 2.0300 0.1815 -1.8298
H5 2.7865 -1.1907 0.1441
H6 1.0772 -1.9225 1.8341
H7 -0.9852 -0.5675 2.0098
H8 -2.5569 0.6966 0.9012
H9 -2.4724 1.0049 -0.7634
O1 -1.9774 -2.4048 -0.6235
H10 -2.0497 -1.4778 -0.8626
H11 -1.3384 -2.8839 -1.1637
O2 1.7027 1.4970 2.2104
H12 1.7616 0.6838 1.6778
H13 2.2445 2.1393 1.7383

SMILES: Cc1ccccc1N.O.O
Total charge: 0
E_tot in Ha: -479.749187
Frontier orbital gap in eV: 9.0

[3]
A single C7H13NO3 molecule in a non-equilibrium geometry, computed with ωB97M-V/def2-TZVPD.

Atoms and positions in Å:
C1 0.7620 2.0124 -0.2202
C2 1.0385 0.6453 0.3993
C3 0.0065 -0.4390 0.0339
C4 -0.1416 -0.5530 -1.4873
C5 -1.3479 -0.1449 0.6846
C6 0.5360 -1.8052 0.5435
O1 -0.1251 -2.9122 0.0333
N1 0.4340 -1.9214 1.9955
O2 0.9123 -1.1133 2.9764
C7 0.0978 -2.8451 2.7581
O3 -0.2484 -3.5927 3.5676
H1 0.9228 1.9969 -1.2969
H2 -0.2548 2.3454 -0.0256
H3 1.4380 2.7453 0.2102
H4 1.0767 0.7342 1.4872
H5 2.0249 0.3126 0.0630
H6 -0.6078 0.3409 -1.8869
H7 -0.7561 -1.4088 -1.7616
H8 0.8324 -0.6806 -1.9529
H9 -1.7481 0.7928 0.3095
H10 -1.2412 -0.0587 1.7636
H11 -2.0784 -0.9238 0.4618
H12 1.5940 -1.9218 0.2725
H13 -1.0796 -2.7642 0.0754

SMILES: CCC(C)(C)[C@H](O)[N+]([O-])=C=O
Total charge: 0
E_tot in Ha: -554.878165
Frontier orbital gap in eV: 9.1

Copy entry 1 word for word.
A molecular structure, C7H13NO in a non-equilibrium geometry, computed with ωB97M-V/def2-TZVPD.

Atoms and positions in Å:
C1 -1.3362 -0.7296 0.5640
C2 1.2108 -1.6357 -0.1699
C3 1.7001 0.6186 0.8688
C4 -2.1323 0.3700 1.2466
C5 -1.1107 0.1173 -1.2386
C6 0.2164 0.4904 -1.1673
C7 0.8451 -0.1777 -0.0752
N1 0.8303 1.5026 -1.9061
O1 -2.1572 0.4084 -1.7361
H1 1.5891 1.2252 -2.5146
H2 0.1990 2.1562 -2.3473
H3 -0.6752 -1.1981 1.2904
H4 -1.9512 -1.5286 0.1496
H5 1.2987 -2.1073 0.8117
H6 0.5019 -2.1948 -0.7770
H7 1.5445 0.2537 1.8884
H8 2.1947 -1.7015 -0.6514
H9 2.7653 0.4877 0.6496
H10 1.4658 1.6804 0.8283
H11 -2.9383 0.7370 0.6129
H12 -2.5719 0.0059 2.1803
H13 -1.4887 1.2198 1.4928

Total charge: 0
E_tot in Ha: -404.376087
Frontier orbital gap (alpha / beta) in eV: 7.6 / 7.6

Copy entry 3 word for word.
A single C7H13NO3 molecule in a non-equilibrium geometry, computed with ωB97M-V/def2-TZVPD.

Atoms and positions in Å:
C1 0.7620 2.0124 -0.2202
C2 1.0385 0.6453 0.3993
C3 0.0065 -0.4390 0.0339
C4 -0.1416 -0.5530 -1.4873
C5 -1.3479 -0.1449 0.6846
C6 0.5360 -1.8052 0.5435
O1 -0.1251 -2.9122 0.0333
N1 0.4340 -1.9214 1.9955
O2 0.9123 -1.1133 2.9764
C7 0.0978 -2.8451 2.7581
O3 -0.2484 -3.5927 3.5676
H1 0.9228 1.9969 -1.2969
H2 -0.2548 2.3454 -0.0256
H3 1.4380 2.7453 0.2102
H4 1.0767 0.7342 1.4872
H5 2.0249 0.3126 0.0630
H6 -0.6078 0.3409 -1.8869
H7 -0.7561 -1.4088 -1.7616
H8 0.8324 -0.6806 -1.9529
H9 -1.7481 0.7928 0.3095
H10 -1.2412 -0.0587 1.7636
H11 -2.0784 -0.9238 0.4618
H12 1.5940 -1.9218 0.2725
H13 -1.0796 -2.7642 0.0754

SMILES: CCC(C)(C)[C@H](O)[N+]([O-])=C=O
Total charge: 0
E_tot in Ha: -554.878165
Frontier orbital gap in eV: 9.1